DFT (ωB97M-V/def2-TZVPD) results for a structure of composition C6H4O.

XYZ file:
```
11
Properties=species:S:1:pos:R:3:forces:R:3:lowdin_charge:R:1
C -0.6325 -1.3473 0.1661 0.722 -0.307 0.234 -0.309
C 0.0819 -2.3176 0.6385 -1.046 1.452 -0.742 0.186
C 1.5011 1.8201 1.3334 0.518 -0.614 0.199 -0.010
C 0.7935 1.1644 0.6230 -2.569 -2.863 -3.235 0.017
C -1.5609 -0.2199 -0.2699 -0.842 -3.419 -5.497 -0.032
C -0.1637 -0.0814 -0.6370 3.068 1.717 3.379 -0.344
O 0.5451 -0.2197 -1.7771 0.765 -0.354 1.298 0.047
H 2.3045 2.0076 1.9957 0.050 0.682 0.278 0.008
H -2.3999 -0.4815 -1.1336 2.405 0.619 2.295 0.196
H -1.9055 0.2757 0.5245 -1.241 2.284 2.724 0.064
H 1.4364 -0.6004 -1.4635 -1.830 0.803 -0.934 0.177
```
Positions in Å, forces in eV/Å.

The value obtained for the strongest force on any atom is 0.127 Eh/bohr. Its net charge is 0.

DFT (ωB97M-V/def2-TZVPD) results for the molecule C6H4O.

XYZ file:
```
11
Properties=species:S:1:pos:R:3:forces:R:3:lowdin_charge:R:1
C 3.0476 -0.9908 -0.1132 -0.581 0.349 -0.024 0.187
C 1.9837 -0.2577 -0.1194 0.322 -0.439 0.000 -0.200
C 0.5475 -0.1235 -0.0044 -0.011 0.219 0.018 -0.310
C -0.2416 0.9275 0.3452 0.139 -0.034 -0.035 -0.021
C -1.5902 0.4722 0.2151 -0.033 -0.124 -0.029 -0.059
C -1.5079 -0.8171 -0.1975 -0.170 0.096 0.045 -0.109
O -0.2149 -1.1985 -0.3346 0.067 0.016 -0.007 0.047
H 2.6136 0.6192 -0.4211 0.070 0.067 0.074 0.116
H 0.1014 1.9011 0.6671 -0.051 -0.143 -0.083 0.116
H -2.4936 1.0367 0.3985 0.136 -0.124 -0.018 0.106
H -2.2455 -1.5691 -0.4358 0.112 0.117 0.059 0.125
```
Positions in Å, forces in eV/Å.

The value obtained for the strongest force on any atom is 0.013 Eh/bohr. Its net charge is 0.

DFT (ωB97M-V/def2-TZVPD) results for the molecule C6H4O2.

XYZ file:
```
12
Properties=species:S:1:pos:R:3:forces:R:3:lowdin_charge:R:1
C -3.6133 1.0762 0.0488 -0.358 0.378 0.096 0.134
C -2.6402 0.2527 -0.0570 1.058 -0.778 -0.466 -0.316
C -2.0980 -1.1450 -0.1723 1.254 1.575 -0.054 0.146
C -1.2272 -0.1715 -0.2510 -3.144 -0.917 0.709 -0.207
C 1.0273 -0.2746 -0.0347 3.745 -1.184 0.341 -0.478
C 2.2380 0.6224 0.1073 1.671 -1.111 2.641 0.023
O 1.1262 -1.4708 0.0041 -1.332 0.709 -0.171 0.153
O -0.0860 0.4665 -0.1959 -0.280 0.269 -0.284 0.154
H -2.4386 -2.1471 -0.0670 0.062 -0.377 -0.074 0.115
H 2.0499 1.5539 -0.2264 -0.974 3.162 -1.603 0.024
H 3.2080 0.3297 -0.3809 -1.295 -0.486 0.633 0.113
H 2.4540 0.9076 1.2250 -0.407 -1.240 -1.768 0.139
```
Positions in Å, forces in eV/Å.

The value obtained for the strongest force on any atom is 0.077 Eh/bohr. Its net charge is 0.

DFT (ωB97M-V/def2-TZVPD) results for the molecule C6H4O2S2.

XYZ file:
```
14
Properties=species:S:1:pos:R:3:forces:R:3:mulliken_spin:R:1
C 1.4386 -1.2011 -0.4565 2.420 0.707 -0.444 -0.153
C -1.4066 1.1759 0.5109 -1.334 1.106 -0.007 -0.199
C 2.0389 -0.0414 -0.0875 -0.723 -0.054 0.254 0.337
C -2.1926 0.0803 0.2154 1.080 -0.903 0.244 0.431
C 0.1852 -1.7310 -0.6416 -2.994 0.323 1.060 0.359
C -0.2047 1.4230 -0.0198 0.989 -0.826 0.060 1.240
O 2.1688 2.5308 -0.1547 0.558 0.646 -0.255 0.030
O -2.2900 -2.4210 -0.4426 -0.786 -0.111 0.230 -0.115
S 1.3911 1.5163 0.5463 -0.066 -0.355 0.054 0.100
S -1.3269 -1.3857 -0.1196 1.051 -0.646 -1.442 -0.140
H 2.1794 -1.9215 -0.8172 0.119 0.099 0.138 -0.001
H -1.8695 1.9654 1.1020 -0.156 0.074 0.158 0.062
H 3.1153 0.0535 -0.1040 0.157 -0.058 -0.084 0.029
H -3.2271 -0.0435 0.4690 -0.316 -0.001 0.034 0.020
```
Positions in Å, forces in eV/Å.

The value obtained for the strongest force on any atom is 0.062 Eh/bohr. Its spin multiplicity is 3. Its net charge is 0.

DFT (ωB97M-V/def2-TZVPD) results for the molecule C6H5BrF3N3O.

XYZ file:
```
19
Properties=species:S:1:pos:R:3:forces:R:3:lowdin_charge:R:1
C -0.8175 1.4849 -0.3520 0.949 0.159 -0.241 -0.169
C -0.4983 -1.0272 -1.7196 0.989 0.621 1.243 0.105
C 1.4424 -1.2276 0.5198 -0.250 -1.883 -0.382 -0.541
C -1.2807 1.2120 -1.7741 -0.984 2.233 0.544 -0.589
C 0.9225 -0.1710 -0.3361 -3.359 -0.026 -4.469 -0.177
C 1.9091 0.3247 -1.3829 -0.459 0.637 1.490 -0.613
N -1.3109 -0.1534 -2.0704 0.443 -1.410 -0.635 -0.010
N 0.1300 0.8230 0.1850 -0.214 0.720 1.416 0.112
N 1.6865 -0.9604 1.8050 1.083 -0.113 2.397 0.172
O 1.5629 -2.3450 0.0131 0.381 0.672 0.770 0.049
F 1.3608 1.2546 -2.2039 0.433 -0.543 0.059 0.130
F 2.8968 0.9381 -0.7019 0.534 0.610 -0.013 0.145
F 2.4666 -0.6294 -2.0588 0.332 -0.766 -1.191 0.208
Br -3.2907 1.9339 -1.7621 1.455 -0.565 -0.158 0.505
H -1.2611 2.2762 0.2887 -0.088 -0.644 -0.761 0.109
H -0.5747 -2.1473 -1.9835 0.374 1.836 0.658 0.137
H -0.8011 1.8914 -2.5659 -0.783 -1.386 1.206 0.129
H 1.6379 -0.0164 2.2869 0.003 -1.870 -1.314 0.148
H 2.1197 -1.7891 2.3020 -0.840 1.718 -0.620 0.151
```
Positions in Å, forces in eV/Å.

The value obtained for the strongest force on any atom is 0.109 Eh/bohr. Its net charge is 0.

DFT (ωB97M-V/def2-TZVPD) results for a cluster of 2 separate species, C6H5BrN2O2 in total.

XYZ file:
```
16
Properties=species:S:1:pos:R:3:forces:R:3:lowdin_charge:R:1
C 0.6364 2.1276 0.0280 -0.443 -0.378 -0.713 -0.038
C 1.3577 1.1257 0.7008 0.142 1.982 0.494 -0.100
C -0.5370 1.7327 -0.6459 0.076 4.548 -1.308 -0.112
C 0.8936 -0.1399 0.6693 0.856 -1.095 0.700 -0.044
C -0.9883 0.5039 -0.7051 -1.363 -2.286 -0.240 -0.025
C -0.3837 -0.5426 0.0558 2.012 2.401 0.194 -0.258
N -0.7488 -1.6647 0.5043 -0.164 -3.720 1.205 0.192
N -1.7446 -2.5278 0.0282 -0.070 1.804 -1.717 -0.438
O -2.8930 -2.2792 0.3038 -0.118 -0.341 0.459 0.091
O -1.3251 -3.4136 -0.6807 -0.183 -0.172 0.493 0.093
Br 4.0345 -1.5869 -0.1025 -0.056 0.045 -0.017 0.077
H 0.9247 3.1364 -0.2109 0.525 0.237 0.788 0.104
H 2.1861 1.3682 1.3922 -0.190 -0.139 -0.972 0.123
H -1.1554 2.5548 -1.2298 1.501 -1.728 1.279 0.157
H 1.6142 -0.8277 1.1703 -1.514 -0.161 -0.312 0.071
H -1.8713 0.4331 -1.2779 -1.011 -0.996 -0.331 0.108
```
Positions in Å, forces in eV/Å.

The value obtained for the strongest force on any atom is 0.092 Eh/bohr. Its net charge is 0.

E_tot? In order: -8324.178 -8329.606 -10374.527 -32041.618 -91013.097 -83413.566 eV.